#a
The following is a DFT calculation (ωB97M-V with the def2-TZVPD basis set) of a cluster of 12 separate species, H24O12 in total.

```
36
Properties=species:S:1:pos:R:3
O 0.6246 -0.2475 1.2875
H 0.1931 -0.7321 0.5565
H 0.7623 0.6995 0.8949
O -3.3203 0.4835 -2.6732
H -2.9341 0.9283 -1.9526
H -4.2768 0.4456 -2.5959
O -1.0056 2.6776 -1.5399
H -1.6322 2.6559 -0.7426
H -0.1457 2.9661 -1.2594
O -2.1093 -2.9982 3.6748
H -2.2188 -3.9197 3.8627
H -2.0930 -2.5550 4.5696
O 0.3248 4.4363 4.3885
H 0.5626 3.9723 3.5807
H 0.0416 5.3244 3.9535
O 4.0015 0.8325 -0.7258
H 3.5734 0.5563 -1.6276
H 3.5703 1.6763 -0.6441
O 0.8027 0.8682 -3.4080
H 1.8122 0.8646 -3.4826
H 0.6110 0.5870 -2.5345
O 2.7243 3.5733 -1.3722
H 2.6771 4.0163 -0.5864
H 1.8484 3.3569 -1.7377
O -2.3882 -3.5343 0.4548
H -1.7813 -4.2938 0.7267
H -1.8821 -2.7341 0.5466
O 4.4034 -0.0790 1.9968
H 3.6712 -0.0230 2.6100
H 4.0841 0.1458 1.0491
O -0.6149 -4.3536 -0.9042
H -0.4015 -5.2070 -0.4592
H -0.3574 -3.8033 -0.2403
O -3.2940 -2.0536 -2.1558
H -2.3600 -1.9164 -2.1475
H -3.4734 -2.6162 -1.3631
```

total charge	0
HOMO level	-10.195	eV

#b
The following is a DFT calculation (ωB97M-V with the def2-TZVPD basis set) of a cluster of 12 separate species, H24O12 in total.

```
36
Properties=species:S:1:pos:R:3
O -2.0046 1.6625 2.8526
H -1.7908 2.2907 2.1494
H -2.6836 1.1255 2.1979
O 4.3288 0.9076 -0.9835
H 4.3832 0.0561 -0.5201
H 3.5494 0.6079 -1.6100
O 1.9763 3.2434 -1.2664
H 1.8636 2.8457 -2.0490
H 1.9482 2.7686 -0.4443
O 1.0314 -1.2229 -4.4916
H 1.5502 -1.5569 -3.7581
H 0.1881 -0.7562 -4.2975
O 2.8705 0.0244 3.5533
H 3.7537 0.3188 3.2866
H 2.2366 0.0956 2.9045
O -1.9625 -0.8997 1.6363
H -1.8143 -1.8250 1.3763
H -1.9412 -0.9359 2.6111
O 3.1585 -2.3239 -0.2123
H 2.1798 -2.0587 -0.1779
H 3.2192 -2.3957 0.6842
O -3.4732 2.7424 0.1210
H -3.8527 3.5248 -0.0293
H -4.0564 2.1059 0.5534
O 0.1873 -0.8898 -0.3944
H 0.6058 -0.9044 0.4238
H -0.4461 -0.2764 -0.7820
O 1.3948 -1.6092 1.8057
H 1.1622 -2.4981 2.1331
H 1.3114 -1.1281 2.6194
O -4.1810 -0.2555 0.3399
H -3.9058 -1.2149 0.0932
H -4.6872 0.2259 -0.2408
O -1.8850 -1.0321 -3.3455
H -2.7072 -0.6568 -3.7224
H -1.5074 -0.1056 -3.0167
```

total charge	0
HOMO level	-11.073	eV

Which of them is least stable? Easy: #b.

#a
The following is a DFT calculation (ωB97M-V with the def2-TZVPD basis set) of a cluster of 2 separate species, C3H9O3 in total.

```
15
Properties=species:S:1:pos:R:3
C -0.0497 0.6549 1.0628
O 0.5297 -0.6033 1.2765
C -1.0963 0.7429 0.0057
C -0.5980 0.1143 -1.1914
O -1.7127 -0.3082 -1.9426
H 0.7565 1.3110 0.6436
H -0.3914 1.1525 1.9134
H -2.0632 0.2418 0.4496
H -1.4914 1.7904 -0.1551
H -0.1254 -0.8696 -0.8388
H 0.0612 0.5974 -1.9711
H -1.7517 -1.1806 -1.6601
H 3.3869 -0.9206 0.8780
H 1.7491 -1.0951 0.8680
O 2.7965 -1.6278 0.6614
```

total charge	-1
HOMO level	-3.723	eV

#b
The following is a DFT calculation (ωB97M-V with the def2-TZVPD basis set) of a cluster of 2 separate species, C3H9O3 in total.

```
15
Properties=species:S:1:pos:R:3
C 0.4142 -0.0837 1.4491
O 0.6490 1.2099 1.2083
C 0.6931 -1.0636 0.3184
C -0.2273 -0.8629 -0.9009
O 0.0960 -1.6336 -2.1125
H 0.9195 -0.5620 2.3544
H -0.6708 -0.3561 1.7489
H 0.6402 -2.1403 0.6234
H 1.7288 -0.8463 -0.0003
H -1.1880 -1.3127 -0.6258
H -0.1985 0.1931 -1.1350
H 0.9879 -1.4277 -2.4302
H -1.5479 3.0117 0.1616
H -0.5992 1.8540 0.7036
O -1.4566 2.0594 0.1320
```

total charge	-1
HOMO level	-3.388	eV

#c
The following is a DFT calculation (ωB97M-V with the def2-TZVPD basis set) of a cluster of 2 separate species, C3H9O3 in total.

```
15
Properties=species:S:1:pos:R:3
C -0.6470 0.8585 -0.1667
O -1.3028 -0.0527 0.6300
C 0.8577 1.1057 0.0511
C 1.4811 -0.2325 0.2520
O 2.8048 -0.3056 -0.3224
H -0.9069 1.9515 -0.3968
H -0.6616 0.4278 -1.2389
H 1.4709 1.5905 -0.7497
H 0.8141 1.9334 0.8631
H 0.7122 -1.0002 -0.2899
H 1.4245 -0.5701 1.2763
H 3.3240 -1.1481 -0.4104
H -3.7318 -1.9367 0.5793
H -2.3834 -1.0564 0.1687
O -3.2558 -1.5652 -0.2457
```

total charge	-1
HOMO level	-3.343	eV

Which of them is least stable? Easy: #c.

#a
The following is a DFT calculation (ωB97M-V with the def2-TZVPD basis set) of a cluster of 7 separate species, H15NO6 in total.

```
22
Properties=species:S:1:pos:R:3
N 0.6400 1.5776 -1.1092
H 1.0970 2.3615 -0.6487
H -0.3348 1.6640 -0.8315
H 0.6418 1.9379 -2.0701
O -0.4069 -2.8203 0.9370
H -0.7580 -3.2383 1.7363
H 0.5207 -3.0982 0.9689
O 1.2491 -1.3933 -1.5876
H 2.2114 -1.4734 -1.5994
H 1.1198 -0.5182 -1.1819
O -1.7574 0.7622 0.4050
H -1.6043 -0.1522 0.1282
H -2.6074 0.8964 0.8191
O -2.2401 1.5572 3.5470
H -1.9317 2.2001 4.1949
H -2.2805 2.0588 2.7268
O -1.5866 -1.5115 -1.4336
H -0.9920 -2.0916 -0.9324
H -0.9914 -1.2193 -2.1365
O 3.3713 0.4489 -0.5858
H 2.5661 0.9910 -0.5238
H 4.0738 1.0609 -0.8224
```

total charge	0
HOMO level	-10.734	eV

#b
The following is a DFT calculation (ωB97M-V with the def2-TZVPD basis set) of a cluster of 8 separate species, H15NO6 in total.

```
22
Properties=species:S:1:pos:R:3
N 1.9399 0.5441 -0.3549
H 2.6176 0.7795 -1.0625
H 0.4773 2.5318 -1.8277
H 1.0435 1.0110 -0.4512
H 0.4454 1.4183 2.8664
H -0.1539 -1.2228 2.0725
O -0.2580 0.8285 2.5860
H -1.8682 0.4094 -0.0324
H -2.0281 -1.0753 0.2945
O -1.9369 -0.4794 -0.4659
H 0.4865 -1.3534 -1.5428
H 1.1258 -3.0925 -0.4540
O 0.7863 -2.1973 -0.2971
H 0.0295 -2.3245 1.0020
H 1.7159 -0.4320 -0.1939
O -0.6436 -1.9628 1.6731
H -0.1429 2.1540 -1.9924
H -0.4346 -0.1560 -1.9682
O 0.1769 -0.8075 -2.3356
H -1.6915 2.4616 0.3304
H -0.6213 1.2148 1.6797
O -1.0655 1.7505 0.4742
```

total charge	0
HOMO level	-10.157	eV

#c
The following is a DFT calculation (ωB97M-V with the def2-TZVPD basis set) of a structure of composition H15NO6.

```
22
Properties=species:S:1:pos:R:3
N -1.6554 -0.6496 1.5331
H -2.3030 -0.9920 2.2248
H 0.3741 2.2103 1.9360
H -1.8860 0.3248 1.2946
H 0.6880 -1.1236 1.5119
H 1.0261 -1.4812 -0.9925
O 1.5199 -1.4001 1.0171
H 1.6418 1.1947 -0.7514
H 1.0486 0.5223 -2.0770
O 1.0640 1.3960 -1.5874
H -1.5816 0.3410 -0.9156
H -2.5018 -1.7959 -1.5343
O -1.8024 -1.2976 -1.1316
H -0.3547 -1.2722 -1.5570
H -1.7713 -1.1235 0.5747
O 0.6399 -1.2539 -1.8383
H -0.0201 1.6589 2.3186
H -0.4890 1.5745 -1.0426
O -1.4215 1.3085 -0.7148
H 3.3745 1.3795 0.4659
H 1.9086 -0.5140 0.7519
O 2.5012 0.9931 0.5137
```

total charge	0
HOMO level	-10.274	eV

Which of them is least stable? Easy: #b.

#a
The following is a DFT calculation (ωB97M-V with the def2-TZVPD basis set) of the ion C7H13N2 with charge +1.

```
22
Properties=species:S:1:pos:R:3
C -2.5802 1.3105 0.7953
C 0.2658 0.2627 0.6146
C -1.9103 0.3880 0.2366
C -3.4013 0.0593 0.4049
C -0.7357 -1.0475 -1.2538
C 2.0712 0.4963 -0.9323
C 2.4836 -0.0467 1.4423
N -0.6968 -0.0727 -0.1702
N 1.6885 -0.2783 0.2856
H -2.7009 2.3627 1.0574
H -3.8035 -0.7051 1.0440
H -4.0471 0.3590 -0.5242
H 0.3157 -1.4340 -1.3991
H -1.4163 -1.8574 -1.0167
H -1.4013 -0.5015 -2.0238
H 1.8468 -0.2275 -1.7128
H 1.4366 1.3725 -1.0994
H 3.1188 0.7670 -1.0033
H 2.6996 0.9992 1.3483
H 1.7252 -0.1892 2.3556
H 3.3370 -0.6591 1.5103
H 1.7046 -1.3583 0.0405
```

total charge	+1
HOMO level	-12.870	eV

#b
The following is a DFT calculation (ωB97M-V with the def2-TZVPD basis set) of the ion C7H13N2 with charge +1.

```
22
Properties=species:S:1:pos:R:3
C -0.5881 -0.8084 2.1608
C 0.3998 -0.5461 0.9744
C 1.8143 0.0554 1.2573
N -0.1751 0.3885 -0.0519
C -0.5956 1.6211 0.0800
C -0.9885 2.2094 -1.2355
N -0.7123 1.3840 -2.1840
C -0.0415 0.2040 -1.5988
C -0.6235 -1.2225 -2.1175
H -0.5721 -0.1229 2.9270
H -1.5105 -1.2281 1.7175
H -0.2766 -1.6932 2.5941
H 0.5349 -1.5367 0.4333
H 2.3368 0.2547 0.3035
H 2.4083 -0.7061 1.9318
H 1.6204 0.9258 1.7697
H -0.5964 2.3173 0.9305
H -1.3839 3.2195 -1.5333
H 1.0656 0.0341 -1.7043
H -1.7340 -1.1925 -2.2268
H -0.2599 -2.0087 -1.3821
H -0.1220 -1.5485 -3.0458
```

total charge	+1
HOMO level	-15.448	eV

Which of them is least stable? Easy: #a.

#a
The following is a DFT calculation (ωB97M-V with the def2-TZVPD basis set) of the ion C7H13N2 with charge +1.

```
22
Properties=species:S:1:pos:R:3
C -2.8927 0.2414 0.6966
C -3.1889 -0.8874 -0.3145
C 2.3718 0.9624 0.4552
C 0.0286 1.0420 -0.1612
C 2.2497 -0.2254 -0.4575
C -0.7838 -0.1539 -0.8205
C 1.8038 -1.5207 0.0897
N -1.9399 -0.2498 -0.3406
N 1.4652 0.9153 -0.5951
H -3.3891 1.1358 0.6720
H -2.6805 -0.1942 1.6582
H -3.2947 -1.9394 -0.0357
H -3.8580 -0.6502 -1.1907
H 1.8982 0.6939 1.4696
H 3.0797 1.8639 0.3763
H -0.2711 2.0768 -0.4042
H -0.0021 1.0340 0.9335
H 2.9798 -0.1992 -1.1912
H 0.7799 -1.7260 -0.3509
H 1.6601 -1.4094 1.1181
H 2.3066 -2.3680 -0.3112
H 1.6773 1.5581 -1.2961
```

total charge	+1
HOMO level	-12.068	eV

#b
The following is a DFT calculation (ωB97M-V with the def2-TZVPD basis set) of the ion C7H13N2 with charge +1.

```
22
Properties=species:S:1:pos:R:3
C 0.6980 -0.7208 -1.6015
C 1.7541 -0.1516 -1.0497
C 0.9214 0.1728 1.3867
C -0.6461 -0.7790 -1.1163
C 1.6151 0.8367 0.0997
C -0.3488 0.2838 0.6243
C -1.5791 0.5485 1.3544
N -1.1659 -2.0222 -0.7337
N 0.2422 1.5021 -0.0980
H 0.9296 -1.3841 -2.4046
H 2.7580 -0.1220 -1.5235
H 1.3169 -0.8320 1.5653
H 1.0030 0.6493 2.3722
H -1.4319 -0.2044 -1.5627
H 2.3557 1.4629 0.3118
H -2.0012 -0.4301 1.5985
H -2.2637 0.9674 0.5609
H -1.4363 1.1916 2.1922
H -2.0950 -2.0998 -0.2482
H -0.5922 -2.8514 -0.9265
H 0.0884 2.4125 0.3048
H -0.1220 1.5698 -1.1061
```

total charge	+1
HOMO level	-12.437	eV

Which of them is least stable? Easy: #a.

#a
The following is a DFT calculation (ωB97M-V with the def2-TZVPD basis set) of the ion C7H13N2 with charge +1.

```
22
Properties=species:S:1:pos:R:3
C -3.0087 0.7393 -2.6165
C -1.7851 0.5841 -2.3662
C -0.4993 0.4695 -2.4928
C 0.3018 0.2172 -1.3295
N -0.1271 0.1853 -0.1084
N 0.6093 -0.1287 0.9842
C 2.1601 -0.2398 0.9195
C 0.1711 -1.5459 1.3727
C 0.1625 0.7928 2.0580
H -3.6243 -0.0807 -2.7204
H -3.6020 1.6937 -2.7336
H -0.0478 0.3517 -3.3953
H 1.2993 0.0820 -1.6048
H 2.6204 0.7703 0.5681
H 2.5993 -0.4124 1.9647
H 2.2613 -1.0586 0.2241
H -0.9486 -1.7934 1.5153
H 0.5536 -2.1583 0.6570
H 0.6729 -1.7296 2.3496
H 0.6718 0.7463 2.9797
H 0.4271 1.8588 1.6832
H -0.8678 0.6565 2.0916
```

total charge	+1
HOMO level	-13.332	eV

#b
The following is a DFT calculation (ωB97M-V with the def2-TZVPD basis set) of the ion C7H13N2 with charge +1.

```
22
Properties=species:S:1:pos:R:3
C 1.3562 1.9107 0.2080
C 2.4526 1.1958 0.2139
C 0.1187 0.1071 -0.1514
C -1.9659 1.2306 -0.8491
C -1.8821 -0.2928 1.1641
C 1.0794 -2.1284 -0.3259
C -1.3272 -0.0232 -0.2472
N 2.3683 -0.1678 0.0466
N 1.1150 -0.6890 -0.1646
H 0.9003 2.8597 0.2948
H 3.4510 1.5853 0.3595
H -1.4975 1.4919 -1.7948
H -1.8713 2.0705 -0.1663
H -3.0223 1.0506 -1.0284
H -2.9670 -0.3186 1.1175
H -1.5864 0.5009 1.8454
H -1.5290 -1.2428 1.5564
H 1.3121 -2.6165 0.6226
H 0.0854 -2.4353 -0.6445
H 1.8042 -2.4375 -1.0795
H -1.5629 -0.8827 -0.8927
H 3.1685 -0.7684 -0.0845
```

total charge	+1
HOMO level	-13.508	eV

Which of them is least stable? Easy: #a.